1.
The following is a quantum chemistry calculation of C26H39F6MgN13P as an isolated structure in a non-equilibrium geometry, from the Open Molecules 2025 dataset.

The geometry in XYZ format:
```
86
Properties=species:S:1:pos:R:3:lowdin_charge:R:1
H 2.14 0.82 4.41 0.08
F -2.84 3.82 1.10 -0.19
C 1.79 -5.97 -2.14 -0.06
H -4.10 -1.94 1.93 0.09
H -4.17 0.23 0.21 0.05
H -2.70 -3.13 2.15 0.07
C -3.40 3.17 -5.24 -0.06
N 0.08 3.90 -4.49 0.15
F -3.75 3.67 3.22 -0.19
H 2.78 -6.42 -2.24 0.09
C 1.14 0.97 4.00 -0.01
C -5.51 0.78 1.46 -0.30
H -1.55 3.57 -2.77 0.03
N 1.99 -3.51 -2.94 0.16
H -1.82 4.05 -1.07 0.09
N 1.00 -2.48 0.38 0.18
C -0.90 2.10 -1.34 -0.14
F -0.69 3.24 2.03 -0.19
H 1.74 -5.23 1.85 0.09
F -1.91 5.02 2.97 -0.17
C 4.52 -1.28 -2.00 -0.03
F -1.68 3.05 4.07 -0.19
N 2.27 5.00 -1.26 0.13
H 2.76 2.71 -3.39 0.06
H 2.88 -4.09 2.53 0.08
Mg 0.52 -0.50 -0.38 0.20
H 3.20 4.12 -4.34 0.08
H 0.37 0.33 4.43 0.06
N 4.19 0.66 1.74 0.18
H -2.79 2.83 -1.82 0.07
H 1.13 -6.55 -2.79 0.09
H -4.60 2.03 0.02 0.08
C 1.05 0.67 2.52 -0.18
N -5.92 0.62 2.52 0.14
N 2.41 -0.18 -1.03 0.16
H -4.49 3.09 -5.32 0.09
H 1.55 -6.14 -1.09 0.08
H -5.65 0.89 -0.68 0.08
H 3.37 -1.43 3.93 0.08
C 1.17 3.62 -4.43 -0.26
H 4.14 -1.65 -2.96 0.08
H 1.65 4.15 1.66 0.06
C 4.14 -0.28 2.41 -0.30
N -0.11 -1.99 3.87 0.17
C -0.67 -1.67 -3.13 -0.17
N -0.28 -1.34 -2.08 0.14
H 2.63 2.87 1.06 0.04
P -2.23 3.47 2.59 0.24
C -1.77 3.21 -1.76 -0.04
C 4.22 -1.41 3.25 -0.06
N -0.18 1.27 -1.03 0.14
C -3.30 -2.52 1.47 -0.01
C 2.39 4.55 -0.22 -0.26
C -1.13 -2.07 -4.44 -0.04
H 1.13 -4.24 2.98 0.07
H -2.04 -1.49 -4.59 0.06
F -2.62 1.90 2.38 -0.20
H 5.06 -2.05 -1.46 0.10
N -2.33 1.07 -4.04 0.16
H -0.93 -3.84 6.47 0.09
H -2.46 -3.07 5.90 0.09
H -3.03 3.25 -6.26 0.09
C -0.70 -2.63 4.63 -0.21
H 2.86 2.52 -5.12 0.08
C -2.33 -1.58 0.89 -0.21
C 2.59 3.22 -4.33 -0.06
N 0.99 0.44 1.40 0.15
C 1.92 -4.61 -2.63 -0.25
C -4.94 1.00 0.14 -0.06
C 1.85 -4.19 2.17 -0.03
H 4.25 -2.36 2.71 0.07
H 0.85 2.01 4.15 0.08
H -3.66 -3.25 0.75 0.09
H 3.40 4.43 1.67 0.08
H 5.14 -1.33 3.83 0.10
N -1.56 -0.87 0.49 0.18
C -2.83 2.00 -4.58 -0.24
C -1.48 -3.46 5.60 -0.05
H -3.20 4.12 -4.75 0.09
H 5.31 -0.56 -2.20 0.10
H -1.78 -4.38 5.10 0.08
C 1.38 -3.21 1.19 -0.16
C 2.58 3.96 1.13 -0.05
H -1.46 -3.11 -4.44 0.09
C 3.40 -0.62 -1.40 -0.18
H -0.43 -1.80 -5.23 0.10
```

As for the max |F|: 4.4 eV Å⁻¹. Its charge is +1. Its total energy is -2866.63957 a.u.

=====

2.
The following is a quantum chemistry calculation of C26H39N2O4P2Pt as an isolated structure in a non-equilibrium geometry, from the Open Molecules 2025 dataset.

The geometry in XYZ format:
```
74
Properties=species:S:1:pos:R:3:lowdin_charge:R:1
H 2.25 2.12 1.26 0.03
H 2.59 3.20 -2.88 0.09
C 1.95 2.84 0.48 -0.24
H 1.83 0.22 5.28 0.09
Pt -0.35 0.90 -1.30 0.85
C -1.49 -1.44 3.42 -0.18
H 1.44 3.80 -5.10 0.12
O -0.19 1.49 2.12 0.00
H -2.68 -1.68 -0.31 0.04
H 0.43 0.75 4.33 0.09
C -3.78 1.08 -1.15 -0.24
H 1.24 4.04 -2.10 0.10
C -0.16 2.53 -5.84 -0.13
H 1.12 -5.14 -1.93 0.01
H -2.28 -3.05 4.62 0.13
O 0.49 -5.54 -1.36 -0.04
C -3.47 -1.24 4.80 -0.04
C -2.29 0.38 -3.62 -0.17
C 3.07 0.86 -1.34 -0.24
C 0.70 3.05 -4.87 -0.04
H 2.73 3.60 0.34 0.06
H -2.80 1.68 3.12 0.14
H 0.56 -5.04 -0.53 0.02
H -1.51 -3.76 -6.31 0.01
N -0.30 1.67 -3.22 -0.16
C -1.12 1.60 -5.47 -0.05
H -0.52 -3.19 3.01 0.17
C 1.58 3.07 -2.49 -0.27
N -0.36 -2.19 3.06 0.20
C 0.91 -1.75 2.67 -0.19
H 3.15 1.66 3.54 0.09
C 0.63 2.57 -3.56 -0.37
H -2.99 -0.06 -4.33 0.09
C -2.72 0.64 3.47 0.02
H 3.85 0.49 4.67 0.09
C 2.77 -2.09 1.18 -0.06
H -1.82 1.17 -6.19 0.11
H -0.07 2.85 -6.88 0.09
H 4.65 0.81 3.12 0.09
H 0.40 -0.82 5.18 0.10
H -4.74 0.76 -1.58 0.05
P 1.66 1.94 -1.04 0.71
H -4.43 0.71 4.78 0.12
H -1.84 -2.22 -1.80 0.05
H -3.78 0.93 -0.06 0.04
H 4.46 -0.76 1.52 0.12
H -0.11 -3.31 -5.98 0.04
C 1.50 -2.44 1.61 0.00
C -2.67 -1.62 -1.41 -0.24
C -1.69 -0.13 2.95 -0.06
C 1.62 -0.77 3.39 -0.13
H 2.92 0.30 -2.27 0.06
C 1.04 -0.13 4.61 0.00
H 1.01 3.30 0.81 0.04
H -3.61 2.14 -1.38 0.05
H -0.99 2.21 -0.54 0.01
H 3.23 -2.61 0.35 0.12
H -3.61 -1.99 -1.83 0.06
C -2.42 -2.01 4.30 0.01
C -3.62 0.10 4.39 -0.02
O -1.04 -3.04 -5.93 -0.05
P -2.43 0.10 -1.88 0.68
H 0.83 -0.34 -1.67 0.05
H -4.17 -1.68 5.51 0.12
O -0.75 -0.27 0.79 -0.18
C -0.79 0.43 1.88 -0.63
H 0.93 -3.23 1.12 0.11
H 0.09 -0.57 -1.86 0.01
H 3.97 1.49 -1.44 0.06
H 3.20 0.17 -0.50 0.02
C 3.67 0.70 3.61 -0.03
C -1.26 1.20 -4.12 -0.35
C 2.89 -0.41 2.94 -0.21
C 3.45 -1.06 1.84 -0.03
```

As for the max |F|: 3.7 eV Å⁻¹. As for the spin multiplicity: 5. The expectation value of S² is 6.06. Its energy above the lowest of the compared OMol25 structures with the same formula, charge and spin is 0.2566 eV. Its charge is +1. Its total energy is -2226.24934 a.u.

=====

3.
The following is a quantum chemistry calculation of the molecule C26H39N5O3, from the Open Molecules 2025 dataset.

The geometry in XYZ format:
```
73
Properties=species:S:1:pos:R:3:lowdin_charge:R:1
C -0.12 -1.25 1.92 -0.02
H 4.38 4.85 -0.96 0.11
H 2.82 0.28 -1.89 0.11
N -5.27 0.80 -0.09 -0.08
C 4.05 -1.39 1.46 -0.49
H 3.73 3.63 1.05 0.11
C 1.84 0.37 -1.42 -0.23
H 0.56 -1.17 2.76 0.11
N 1.46 -2.75 0.92 0.14
C -6.53 0.47 -0.72 -0.13
H 4.03 -4.30 -0.41 0.12
H 0.87 -0.98 -2.78 0.07
C -7.42 -0.30 0.26 -0.19
C 3.62 -3.59 0.32 -0.09
H 1.70 0.76 1.35 0.10
H -6.38 -0.11 -1.63 0.11
C -0.64 -2.23 -0.23 0.03
H -4.61 -0.87 -2.10 0.10
H -1.55 -2.16 -3.00 0.08
C 3.16 3.46 0.12 -0.22
H -6.68 1.35 2.95 0.12
H 1.94 -2.64 1.80 0.11
N -3.31 0.07 0.85 0.15
H 4.46 0.22 0.27 0.12
O 1.82 -3.34 -1.26 0.06
H -0.23 0.16 -2.00 0.07
C 4.08 3.80 -1.06 -0.24
H 2.04 2.33 2.10 0.13
H 1.78 -0.35 -0.61 0.08
H 2.30 4.15 0.13 0.12
H 5.87 2.98 -0.16 0.07
C 4.49 -2.33 0.35 -0.08
N 2.74 2.07 0.11 -0.19
N 4.24 -0.08 1.21 0.08
H -3.28 -2.37 -3.26 0.08
C -2.48 -2.45 -2.53 -0.03
C -1.29 -0.54 1.90 -0.01
H 0.83 0.71 -3.31 0.07
H 3.53 3.70 -2.00 0.10
H -4.54 1.74 1.61 0.11
H -0.37 -2.88 -1.04 0.10
H -8.40 -0.49 -0.17 0.13
H -5.98 2.50 0.86 0.13
H -7.02 1.41 -0.99 0.13
C 2.20 -3.23 -0.11 -0.48
C 0.22 -2.09 0.84 -0.22
C -1.84 -1.51 -0.26 -0.12
O 3.60 -1.79 2.52 0.03
H 3.61 -4.06 1.30 0.12
H -2.40 -3.49 -2.22 0.09
C 5.31 2.91 -1.09 -0.10
H -6.93 -1.27 0.50 0.13
C -6.42 0.76 2.07 -0.18
H 3.50 0.52 3.03 0.12
C 2.45 1.55 1.43 -0.17
C -2.17 -0.64 0.81 -0.22
H -1.56 0.11 2.72 0.11
C -2.77 -1.58 -1.34 -0.20
H 1.76 2.50 -1.68 0.11
O -7.64 0.43 1.44 -0.13
H -5.90 -0.16 2.38 0.13
H 4.48 1.73 2.18 0.11
C 0.76 0.05 -2.45 -0.10
H 5.02 1.88 -1.24 0.05
H 4.44 -1.82 -0.62 0.12
H 5.53 -2.61 0.54 0.13
H 5.97 3.20 -1.91 0.07
H 0.68 1.90 -0.41 0.13
C -3.91 -0.84 -1.28 0.05
C 3.72 0.96 2.06 -0.14
C -4.17 -0.01 -0.15 -0.28
C 1.69 1.79 -0.86 -0.20
C -5.50 1.55 1.13 -0.14
```

As for the max |F|: 0.7 eV Å⁻¹. Its energy above the lowest of the compared OMol25 structures with the same formula, charge and spin is 0.0000 eV. The SMILES is CCCN(CCC)CCNC(=O)CCC(=O)Nc1ccc2nc(N3CCOCC3)cc(C)c2c1. Its total energy is -1513.70734 a.u.

=====

4.
The following is a quantum chemistry calculation of C26H40AsBaN5O6PS2 as an isolated structure in a non-equilibrium geometry, from the Open Molecules 2025 dataset.

The geometry in XYZ format:
```
82
Properties=species:S:1:pos:R:3:lowdin_charge:R:1
C 2.38 -4.43 2.23 -0.21
H -2.46 -1.99 1.46 -0.02
Ba -0.46 -0.19 0.34 1.87
H -0.99 0.22 6.24 0.02
H -2.69 -3.67 0.98 0.12
C 0.82 -5.27 -0.81 -0.20
N -0.04 -4.88 0.30 -0.18
C -0.63 -6.04 0.93 -0.21
H 1.45 -1.45 2.46 0.07
H -2.57 -4.28 4.91 0.11
As -1.07 0.56 3.64 0.84
H 2.04 -3.81 4.27 0.10
H -0.63 -3.00 4.22 0.10
S -1.36 2.31 1.62 0.54
H 0.18 -0.84 5.44 0.01
O 0.27 1.18 -1.14 -0.43
H -5.48 1.24 -0.85 0.08
P 0.14 -3.36 0.99 0.53
H 2.72 -1.52 1.23 0.11
C 1.93 2.54 -0.21 -0.14
C -4.55 4.29 0.26 -0.13
H 0.76 1.76 4.99 0.02
O -0.45 -0.53 2.58 -0.86
C -0.21 -7.22 0.06 -0.17
H -3.38 0.22 4.65 0.02
H -0.19 -4.62 3.65 0.10
C 2.76 3.69 -0.01 -0.05
C -4.91 2.01 -0.36 -0.16
H -3.22 -2.31 3.63 0.10
C 2.71 5.07 -0.57 -0.53
H 3.88 1.39 1.87 0.15
N 2.37 1.54 0.53 0.08
C -3.17 -3.24 3.07 -0.14
C -3.74 1.62 0.29 -0.74
C -2.93 2.60 0.89 -0.65
H 1.92 -6.86 0.16 0.10
N 3.42 1.99 1.21 -0.01
H -1.53 -1.28 5.45 0.00
H 1.72 -5.29 2.35 0.10
C 2.87 -3.85 3.56 -0.17
C -0.92 -3.82 3.54 -0.20
C 3.69 3.28 0.92 -0.02
C 3.27 -2.43 3.14 -0.16
H 1.00 4.61 -1.42 0.07
H -4.88 5.32 0.27 0.08
H 4.49 3.83 1.38 0.13
O 3.63 5.83 -0.36 0.06
O -0.03 -2.33 -0.03 -0.58
C 0.71 2.34 -1.09 -0.63
C -2.37 -3.02 1.80 -0.21
H 1.37 -7.28 -1.47 0.11
H -6.22 3.62 -0.90 0.08
H -0.95 -7.39 -0.73 0.11
H -2.76 4.67 1.36 0.08
N -0.99 -3.34 2.18 -0.19
H -0.57 2.85 4.52 0.03
O 1.65 5.41 -1.26 0.11
S -3.42 -0.09 0.34 0.43
H -1.72 -5.94 0.98 0.11
C -3.01 0.76 3.78 -0.23
C -5.32 3.33 -0.39 -0.13
H -3.45 0.36 2.86 -0.02
C -0.83 -0.44 5.38 -0.24
C 0.08 2.05 4.18 -0.27
H 0.29 -5.14 -1.76 0.12
H 3.68 -4.42 3.99 0.11
O 0.24 3.33 -1.67 0.04
H -0.10 -8.14 0.63 0.11
H 4.29 -2.44 2.75 0.11
H 3.23 -1.73 3.98 0.11
C 1.11 -6.74 -0.56 -0.17
H 0.64 2.42 3.32 -0.01
H 1.71 -4.64 -0.82 0.11
C -3.37 3.93 0.88 -0.15
H -0.27 -6.18 1.96 0.10
H -2.51 -5.26 3.42 0.10
H -3.25 1.82 3.86 0.03
C -2.35 -4.27 3.84 -0.16
N 1.71 -3.33 1.57 -0.17
C 2.26 -2.06 2.06 -0.19
H 3.25 -4.74 1.64 0.12
H -4.19 -3.57 2.86 0.12
```

As for the max |F|: 4.5 eV Å⁻¹. Its energy above the lowest of the compared OMol25 structures with the same formula, charge and spin is 4.0354 eV. Its charge is -1. Its total energy is -5139.18692 a.u.

=====

5.
The following is a quantum chemistry calculation of C26H40BN12O2Ru as an isolated structure in a non-equilibrium geometry, from the Open Molecules 2025 dataset.

The geometry in XYZ format:
```
82
Properties=species:S:1:pos:R:3:lowdin_charge:R:1
C 14.92 9.38 9.69 0.06
C 13.89 9.44 11.91 -0.24
H 10.67 7.38 16.93 0.10
C 15.15 8.93 12.42 0.07
H 14.65 9.83 15.65 0.11
H 15.93 8.47 11.79 0.12
H 7.98 11.49 10.77 0.08
H 15.92 9.60 10.07 0.13
H 7.15 8.54 9.78 0.06
H 9.89 4.82 6.85 0.11
C 9.67 5.52 14.15 -0.08
H 7.84 6.39 5.94 0.13
N 9.79 7.19 12.43 0.12
C 7.12 9.66 11.60 -0.17
N 13.03 9.99 12.70 0.09
C 9.86 11.62 8.32 -0.14
C 13.28 10.06 14.05 -0.11
H 9.87 13.15 6.59 0.12
N 11.43 6.50 11.12 0.06
C 16.82 8.82 14.32 -0.18
N 12.52 9.44 9.90 0.08
N 10.42 6.13 13.01 -0.07
C 10.20 6.57 8.17 -0.12
C 8.67 11.28 6.46 -0.06
N 9.21 10.45 8.46 -0.12
H 6.81 8.87 6.18 0.06
C 12.51 9.17 8.60 -0.21
Ru 9.76 8.85 9.85 1.60
C 14.46 9.72 14.61 -0.01
H 9.10 5.77 16.21 0.15
H 7.98 7.98 16.17 0.09
H 6.51 9.12 7.91 0.06
H 13.50 8.52 6.77 0.14
H 12.06 4.86 12.35 0.15
C 9.20 10.82 12.44 -0.21
H 10.50 12.08 9.08 0.11
H 11.54 6.05 16.03 0.10
H 16.82 7.83 14.77 0.12
C 14.85 8.85 8.39 -0.14
H 10.54 11.02 10.95 0.07
H 17.11 9.54 15.10 0.13
H 11.05 9.84 12.01 0.04
H 18.70 8.81 13.45 0.11
C 8.38 7.55 15.23 -0.07
H 16.46 9.07 7.01 0.14
H 15.91 7.40 7.20 0.14
C 7.86 11.00 11.71 -0.17
H 8.86 8.33 14.63 0.04
C 9.53 12.21 7.05 -0.02
H 7.50 7.13 14.70 0.09
N 7.73 8.61 10.65 -0.07
N 8.36 7.66 7.45 -0.02
C 13.58 8.81 7.83 -0.01
H 17.68 7.42 8.69 0.10
C 9.63 5.82 7.13 0.00
H 8.26 11.33 5.44 0.15
N 10.41 7.32 11.28 -0.19
N 9.42 7.68 8.38 -0.22
H 10.28 4.60 14.38 0.15
H 11.51 9.24 8.09 0.08
C 11.44 5.74 12.22 -0.05
C 9.46 6.44 15.37 -0.40
O 17.76 8.92 13.23 -0.07
H 9.56 11.76 12.81 0.12
N 10.21 10.21 11.52 -0.11
C 8.51 6.55 6.73 -0.03
H 7.26 11.74 12.29 0.14
B 7.46 8.99 7.15 -0.33
H 7.08 9.25 12.59 0.10
H 6.10 9.83 11.28 0.12
H 12.46 10.51 14.61 0.11
N 8.47 10.23 7.27 -0.04
C 10.83 6.91 15.93 -0.07
H 11.24 7.67 15.29 0.05
H 9.08 10.14 13.27 0.09
H 8.70 5.28 13.66 0.14
C 13.75 9.47 10.46 -0.19
H 7.64 7.65 11.03 0.09
C 15.45 9.18 13.76 -0.15
O 17.07 8.14 8.81 -0.05
H 11.17 6.41 8.62 0.10
C 16.13 8.32 7.75 -0.16
```

As for the max |F|: 5.1 eV Å⁻¹. As for the spin multiplicity: 6. The expectation value of S² is 8.76. Its energy above the lowest of the compared OMol25 structures with the same formula, charge and spin is 0.0000 eV. Its charge is +2. Its total energy is -1941.37463 a.u.

=====

6.
The following is a quantum chemistry calculation of C26H40BrF3GeN5Ru as an isolated structure, from the Open Molecules 2025 dataset.

The geometry in XYZ format:
```
77
Properties=species:S:1:pos:R:3:lowdin_charge:R:1
H -3.18 -2.85 -0.71 0.02
C -3.88 -2.14 -1.14 -0.21
C -0.67 0.42 3.23 -0.15
F 7.04 -1.54 -2.81 0.17
C 3.25 -1.40 -0.93 -0.09
H 4.32 -0.30 1.96 0.12
C -1.35 3.03 -1.56 0.01
C -0.18 -1.35 -2.86 -0.05
H -0.59 -0.66 3.21 0.11
F 5.59 -1.54 -4.42 0.17
C -0.14 2.42 2.27 -0.15
C -4.98 -1.61 1.82 -0.21
C 0.05 -2.24 -0.27 -0.15
H -0.36 -4.19 -1.07 0.12
H 5.11 1.57 -2.41 0.13
H 3.15 -1.69 3.74 0.13
H 4.36 0.46 3.55 0.13
H -4.27 -2.36 2.17 0.02
C 0.26 -0.87 -0.49 -0.25
H -5.94 -2.10 1.63 0.03
C 3.70 0.15 2.74 -0.22
C 0.03 1.02 -2.11 -0.09
H -4.77 -2.67 -1.44 0.03
H 2.38 -1.98 1.54 0.09
H 0.42 2.96 1.51 0.10
H -3.33 1.50 -2.50 0.10
H -2.84 1.23 1.12 0.01
H 3.62 1.87 1.63 0.09
Ge -4.35 -0.77 0.17 0.74
C 6.06 -0.84 -3.38 -0.60
H -1.66 1.09 -0.91 0.11
C 0.06 -0.45 -1.82 -0.28
C -0.92 3.12 3.17 -0.08
N 2.92 -0.16 -0.54 -0.07
C -0.30 -2.70 -2.61 -0.07
H 1.04 -1.79 2.43 0.09
H -1.88 -0.30 1.09 -0.04
H 2.01 -0.36 3.94 0.11
Ru 1.36 0.29 0.83 1.00
H -0.98 4.20 3.12 0.12
N 2.96 1.28 2.13 -0.05
N -1.35 1.57 -1.79 -0.18
H -0.70 3.26 -0.71 0.08
H -2.08 1.72 -3.75 0.12
C 2.68 -0.84 3.23 -0.19
N -0.01 1.09 2.27 -0.10
H 4.49 -2.67 -2.12 0.14
C -1.46 1.03 4.18 -0.07
H -6.65 -0.05 -0.58 0.03
H 2.65 -2.21 -0.54 0.11
F 6.57 0.30 -3.85 0.17
C 3.59 0.87 -1.08 -0.11
H -2.36 3.36 -1.35 0.11
H 0.73 1.59 -1.49 0.10
C 4.60 0.71 -2.00 0.04
H -5.82 1.32 0.14 0.02
H 3.29 1.86 -0.76 0.11
H -0.27 -0.98 -3.88 0.12
H -2.31 0.13 -2.99 0.09
N 1.85 -1.29 2.08 -0.06
C -1.59 2.41 4.15 -0.68
H -3.41 -1.72 -2.03 0.00
C 4.95 -0.58 -2.38 -0.07
H -1.97 0.43 4.93 0.12
C 4.26 -1.65 -1.84 0.05
H -5.45 0.83 -1.52 0.00
C -2.75 0.22 0.71 -0.10
C -5.69 0.47 -0.52 -0.22
H 0.12 -2.65 0.73 0.08
H -0.97 3.53 -2.45 0.12
Br -2.66 3.29 5.41 0.87
H -5.13 -0.86 2.60 0.02
C -0.22 -3.14 -1.30 -0.08
C -2.34 1.20 -2.84 0.02
H 0.21 1.26 -3.15 0.14
H 2.57 1.86 2.87 0.09
H -0.48 -3.40 -3.42 0.11
```

As for the max |F|: 0.6 eV Å⁻¹. As for the spin multiplicity: 2. The expectation value of S² is 0.75. Its energy above the lowest of the compared OMol25 structures with the same formula, charge and spin is 1.6058 eV. Its charge is +2. Its total energy is -6333.38097 a.u.